Entry 1:
17
Properties=species:S:1:pos:R:3:forces:R:3:mulliken_charge:R:1 method="wB97M-V/def2-TZVPD" e_above_lowest_kcal_mol=65.3 total_charge=0 lumo_ev=-0.43 e_homo_ev=-9.02
C -0.9000 0.5777 -0.5297 -0.1 0.8 0.0 0.0577
O -1.8965 0.9939 -1.4676 0.0 -0.2 0.1 -0.5334
C -1.6055 -0.2820 0.4955 0.9 -0.5 0.4 -0.6405
N -0.7692 -0.5806 1.6873 0.0 0.4 -0.4 -0.4952
H -0.4297 1.4632 -0.0807 -0.2 -0.1 0.3 0.2388
H -0.0977 0.0441 -1.0248 0.0 -0.3 -0.3 -0.0052
H -1.4764 1.4584 -2.1945 0.1 0.0 0.0 0.2979
H -2.4808 0.2712 0.8199 -0.2 -0.1 0.0 0.3873
H -1.8983 -1.2096 -0.0176 -0.4 0.2 0.0 0.2851
H -1.2841 -1.2037 2.2935 0.1 0.0 0.1 0.2209
H 0.3618 -1.8162 -0.2401 3.9 1.5 0.6 0.1377
H 0.1491 -0.9927 1.4625 -1.0 0.3 0.3 0.1235
C 2.4824 0.3695 -0.2755 -0.9 0.9 -0.2 -0.7175
S 2.0740 -1.3026 0.2113 -2.4 -2.1 -0.6 -0.2736
H 2.1231 0.5946 -1.2781 0.2 0.0 -0.1 0.2902
H 2.0807 1.1429 0.3890 -0.1 -0.3 0.0 0.2964
H 3.5672 0.4719 -0.2504 0.0 -0.4 -0.1 0.3299


Entry 2:
124
Properties=species:S:1:pos:R:3:forces:R:3:mulliken_charge:R:1 method="wB97M-V/def2-TZVPD" total_charge=0 lumo_ev=0.29 e_homo_ev=-7.75
Na 0.0807 0.1838 -0.1729 -0.2 0.0 0.1 1.4157
C -0.5892 5.2452 2.9642 0.0 -0.1 0.0 -0.9558
N 0.4673 5.4216 1.9928 0.1 0.1 0.1 0.4164
C 1.1847 6.6739 2.1227 -0.1 0.0 0.0 -1.0447
C 1.0513 4.3161 1.3649 0.0 0.1 0.1 0.0293
N 0.3873 3.4035 0.7608 0.2 -0.2 -0.2 0.4739
C -1.0001 3.6484 0.4644 -0.2 0.0 -0.1 -0.6596
C -1.4965 2.9127 -0.7791 0.0 0.3 0.2 -1.5340
N -1.8388 1.4841 -0.6674 -0.1 0.0 -0.4 1.2502
C -2.3936 1.1153 -1.9833 -0.2 0.1 -0.1 -1.8397
C -2.7234 -0.3522 -2.2757 -0.1 0.2 0.0 0.0846
N -1.6629 -1.0227 -2.9842 0.4 -0.2 0.1 0.0845
C -1.9676 -1.7571 -3.9821 -0.2 0.1 -0.3 0.2302
N -3.2850 -2.0337 -4.3874 0.0 -0.3 -0.2 0.3269
C -3.5881 -2.2654 -5.7855 -0.1 0.1 0.1 -1.1026
C -4.2291 -2.6466 -3.4790 0.1 -0.1 0.0 -0.9405
N -0.9987 -2.2394 -4.8577 0.0 0.0 0.1 0.0871
C -0.9932 -3.6738 -5.1075 -0.1 0.1 0.0 -1.0997
C 0.3372 -1.6872 -4.7227 -0.1 0.1 0.1 -0.8373
C -2.8395 1.2736 0.3768 0.0 -0.1 0.3 -1.6218
C -2.2063 0.9325 1.7262 0.0 -0.2 0.1 -0.4294
N -1.8115 -0.4549 1.8139 0.1 0.0 -0.3 0.8071
C -2.2418 -1.2003 2.7612 0.0 0.0 0.1 -0.0098
N -3.3445 -0.8855 3.5655 0.0 -0.1 0.0 0.5905
C -3.3743 -1.2150 4.9719 0.0 0.1 0.0 -1.2100
C -4.6319 -0.6386 2.9614 0.0 0.1 0.0 -0.8878
N -1.5856 -2.3592 3.0952 -0.1 0.0 0.0 0.4018
C -0.2054 -2.5829 2.7065 0.1 -0.1 0.3 -0.6586
C -2.3125 -3.5454 3.4936 0.0 0.0 0.0 -1.2058
N 2.4407 4.3320 1.3919 -0.1 -0.2 0.0 0.0936
C 3.1726 3.5624 0.4017 -0.1 0.0 0.0 -0.7282
C 3.0806 4.3242 2.6978 0.0 0.1 0.0 -0.9501
H -0.1994 5.2794 3.9908 0.0 0.0 0.0 0.3281
H -1.0814 4.2873 2.8247 0.0 0.1 0.1 0.1557
H -1.3326 6.0399 2.8610 0.0 0.0 0.0 0.3244
H 0.4708 7.4972 2.0337 0.0 0.0 0.0 0.3281
H 1.9217 6.7575 1.3301 0.0 0.0 0.0 0.3486
H 1.6971 6.7819 3.0874 0.0 0.0 0.0 0.3141
H -1.1587 4.7213 0.2768 -0.1 -0.1 0.0 0.6498
H -1.6481 3.3826 1.3061 -0.1 0.1 -0.1 0.0427
H -0.7434 3.0285 -1.5575 0.0 -0.1 -0.1 -0.1971
H -2.4054 3.4528 -1.1021 0.0 0.0 -0.1 0.4985
H -1.6920 1.4346 -2.7516 0.1 0.1 0.0 0.3453
H -3.3189 1.6995 -2.1301 0.0 0.0 0.0 0.4716
H -3.6384 -0.3514 -2.8847 0.0 0.1 0.2 0.5597
H -2.9395 -0.8910 -1.3455 0.0 0.0 0.0 -0.3139
H -2.8594 -1.7582 -6.4103 0.0 0.0 0.0 0.3570
H -4.5801 -1.8563 -5.9970 0.0 0.0 0.0 0.3486
H -3.5998 -3.3305 -6.0530 0.0 0.0 0.0 0.3307
H -3.9457 -2.4476 -2.4497 0.0 -0.1 0.0 0.2131
H -4.2761 -3.7357 -3.6233 0.0 0.0 0.0 0.3041
H -5.2293 -2.2393 -3.6495 0.0 0.0 0.0 0.3130
H -1.9976 -4.0870 -5.0233 0.1 0.0 0.0 0.3602
H -0.3526 -4.1878 -4.3858 0.1 -0.1 0.1 0.3080
H -0.6199 -3.8702 -6.1156 0.0 0.0 0.0 0.3054
H 0.9428 -2.0391 -5.5598 0.0 0.0 0.0 0.3396
H 0.8124 -1.9760 -3.7818 0.1 0.0 0.1 0.2702
H 0.2815 -0.6020 -4.7530 0.1 0.0 0.0 0.1526
H -3.4780 0.4390 0.0856 0.0 0.1 0.0 0.8332
H -3.4853 2.1598 0.4871 0.0 0.0 -0.1 0.1050
H -2.8839 1.2355 2.5358 0.1 0.1 0.0 0.4503
H -1.2763 1.4985 1.8167 -0.1 0.2 0.1 -0.7896
H -2.3635 -1.4095 5.3237 0.0 0.0 0.0 0.3431
H -4.0006 -2.0892 5.1939 0.0 0.0 0.0 0.3528
H -3.7783 -0.3657 5.5312 0.0 0.0 0.0 0.3564
H -4.5095 -0.4059 1.9056 0.0 0.0 0.0 0.2099
H -5.1324 0.2048 3.4468 0.0 0.0 0.0 0.2960
H -5.2928 -1.5129 3.0478 0.0 0.0 0.0 0.3221
H 0.3452 -2.9836 3.5637 0.0 0.0 0.0 0.5884
H 0.2440 -1.6507 2.3782 0.0 0.0 0.0 -0.2071
H -0.1255 -3.2935 1.8801 0.0 0.1 0.4 0.2217
H -2.0213 -3.8751 4.4965 0.0 0.0 0.0 0.2801
H -2.1006 -4.3618 2.7963 0.0 0.0 0.0 0.3781
H -3.3851 -3.3615 3.4796 0.0 0.0 0.0 0.3309
H 2.5785 3.4876 -0.5008 0.0 0.0 -0.1 0.1889
H 3.3865 2.5499 0.7471 0.0 -0.2 0.0 0.0856
H 4.1150 4.0726 0.1846 0.0 0.0 0.0 0.3432
H 4.0252 4.8721 2.6521 0.0 0.0 0.0 0.2976
H 3.2962 3.2959 3.0131 0.0 0.0 0.0 0.1759
H 2.4418 4.7874 3.4487 0.0 0.0 0.0 0.3528
C 0.7499 1.3090 3.5729 0.0 -0.1 -0.1 -0.6979
C 1.7642 0.4934 2.8374 0.3 0.1 0.1 0.3424
C 2.9539 -0.0486 3.3542 -0.1 0.0 0.0 -1.7866
C 3.5309 -0.7236 2.2960 -0.1 0.1 0.2 1.0434
C 4.8143 -1.4889 2.2880 -0.1 0.0 -0.1 -1.4920
N 2.7171 -0.5672 1.2284 0.4 0.0 0.1 -0.1734
N 1.6370 0.1805 1.5556 0.1 0.1 0.2 1.6297
B 2.9308 -1.1897 -0.1691 -0.3 0.1 0.0 -2.4338
N 1.8573 -2.2694 -0.4065 0.2 -0.3 -0.2 0.1922
N 0.5591 -2.0749 -0.0920 -0.1 -0.1 -0.4 1.5342
C -0.0663 -3.2203 -0.3072 0.2 -0.1 -0.4 0.0375
C -1.5311 -3.3573 -0.0548 0.0 0.1 -0.1 -0.6587
C 0.8423 -4.1869 -0.7757 -0.1 0.0 0.0 -1.7460
C 2.0596 -3.5349 -0.8314 -0.2 -0.1 -0.1 0.8208
C 3.3740 -4.0664 -1.3009 0.0 0.1 0.1 -1.5085
N 2.9224 -0.1303 -1.2980 0.4 -0.1 0.0 0.8401
N 1.8102 0.5169 -1.7245 0.0 0.1 -0.1 0.7079
C 2.1846 1.2770 -2.7450 0.2 -0.1 0.0 0.2381
C 1.2476 2.1656 -3.4949 0.0 0.0 0.2 -1.0637
C 3.5587 1.1267 -2.9884 0.0 0.0 0.0 -1.5183
C 3.9943 0.2220 -2.0418 0.0 0.1 -0.1 0.8248
C 5.3827 -0.2946 -1.8449 -0.1 -0.1 0.1 -1.4196
H 1.1261 1.5812 4.5587 0.0 0.0 0.0 0.4802
H -0.1764 0.7427 3.7028 0.0 0.0 0.0 -0.1913
H 0.5189 2.2155 3.0124 0.0 0.0 0.0 -0.1972
H 3.3294 0.0254 4.3622 0.0 0.0 0.0 0.5086
H 5.2540 -1.4557 3.2833 0.0 0.0 0.0 0.4301
H 5.5248 -1.0612 1.5790 0.0 0.0 0.0 0.1455
H 4.6551 -2.5322 2.0124 0.0 0.0 0.0 0.2357
H 4.0000 -1.7170 -0.1753 0.1 0.0 0.0 -0.1858
H -1.8959 -2.4376 0.4050 -0.1 -0.1 -0.1 -0.2506
H -1.7417 -4.2010 0.6071 0.0 0.0 0.0 0.2580
H -2.0613 -3.5368 -0.9906 -0.1 0.0 -0.1 0.3455
H 0.6471 -5.2196 -1.0178 0.0 0.0 -0.1 0.4801
H 3.2463 -5.0895 -1.6510 0.0 0.0 0.0 0.3940
H 4.1150 -4.0669 -0.4994 0.0 0.0 0.0 0.2035
H 3.7712 -3.4666 -2.1224 0.0 0.0 0.0 0.2225
H 0.2909 1.6695 -3.6540 -0.1 0.0 0.0 -0.0298
H 1.6730 2.4246 -4.4637 0.0 0.0 0.0 0.4559
H 1.0724 3.0972 -2.9507 0.0 0.0 0.0 0.1381
H 4.1434 1.6065 -3.7567 0.0 0.0 0.0 0.5055
H 6.0384 0.1555 -2.5882 0.0 0.0 0.0 0.4023
H 5.4225 -1.3789 -1.9576 0.1 0.0 0.0 0.1947
H 5.7627 -0.0463 -0.8525 0.0 0.0 0.0 0.1922


Entry 3:
20
Properties=species:S:1:pos:R:3:forces:R:3:mulliken_charge:R:1 method="wB97M-V/def2-TZVPD" e_above_lowest_kcal_mol=41.3 total_charge=-1 lumo_ev=3.81 e_homo_ev=-3.39
C 1.0037 1.4687 -0.2106 -0.6 -1.1 0.2 0.6789
C 1.7340 0.8856 -1.4078 4.8 5.4 3.0 -1.0756
C -0.5866 0.9333 1.6343 2.3 0.5 3.6 -0.5883
C -0.9251 -0.5510 1.9789 0.0 0.8 1.0 -0.7092
N 0.1115 0.6331 0.4163 0.7 -0.5 -1.2 0.0568
O -0.3142 -0.6340 -2.2932 -3.0 1.0 1.3 -0.7644
O 1.2112 2.5453 0.3015 0.6 1.2 -0.1 -0.6606
O -2.0643 -0.5828 -0.4233 0.6 -0.5 0.2 -0.8204
P 0.4508 -2.5571 0.0441 1.0 -1.1 -0.2 -0.2631
P -0.7231 -0.8966 0.2330 -0.7 0.2 1.4 0.2351
H 1.1917 0.3749 -2.0068 -3.4 -3.8 -3.4 0.4926
H 2.1768 1.7203 -2.0649 -0.5 -0.8 1.3 0.2669
H 2.5802 0.3201 -0.9953 -0.2 -0.1 -0.3 0.2471
H -1.4783 1.4612 1.4579 -1.1 1.0 -0.2 0.2778
H 0.0811 1.5411 2.4751 -1.6 -1.6 -2.3 0.2093
H -1.9464 -0.7449 2.2326 -0.7 0.1 0.4 0.3529
H -0.2718 -1.0565 2.7179 -0.1 0.4 -0.8 0.3732
H -0.6256 -1.4878 -1.9218 0.6 0.1 -1.1 0.2426
H -0.9955 -0.0838 -1.6551 1.4 -1.3 -2.7 0.4753
H -0.6102 -3.2891 -0.5127 -0.3 -0.1 -0.3 -0.0268


no.,HOMO-LUMO gap (eV)
1,8.59
2,8.04
3,7.19